# 1
22
Properties=species:S:1:pos:R:3 method="wB97M-V/def2-TZVPD" e_above_lowest_kj_mol=18.54 charge=-1 orbital_gap_ev=7.3 energy_ha=-500.0855 homo_ev=-4.10
C -1.27 -0.39 -0.17
C 0.96 -1.35 -0.86
C -0.19 -0.62 -1.18
C 1.93 -1.59 -1.81
C 1.80 -1.10 -3.11
C -0.31 -0.15 -2.49
C 0.67 -0.37 -3.44
H 1.05 -1.71 0.15
H 2.84 -2.15 -1.60
H -1.02 0.30 0.65
H -1.48 -1.36 0.29
H 2.56 -1.32 -3.85
H -1.18 0.45 -2.74
H 0.53 0.00 -4.45
H -2.20 -0.06 -0.63
C -0.48 1.14 4.01
C -0.91 2.28 3.04
O -1.09 3.41 3.51
O -1.02 1.90 1.84
H 0.60 1.08 4.06
H -1.01 0.23 3.74
H -0.79 1.39 5.03


# 2
40
Properties=species:S:1:pos:R:3 method="wB97M-V/def2-TZVPD" e_above_lowest_kj_mol=0.00 charge=-2 orbital_gap_ev=6.3 energy_ha=-3074.3341 homo_ev=-1.76
Pt -0.62 0.60 0.72
S -0.23 -4.51 1.57
Sb -1.52 -2.63 1.52
S -0.48 -0.73 2.58
S -1.14 -1.25 -0.45
S -3.71 -2.98 2.04
C -5.54 1.55 0.24
C -4.55 2.45 -0.43
C -4.92 3.58 -1.15
C -3.88 4.31 -1.71
N -2.61 3.98 -1.60
C -2.34 2.86 -0.89
S -0.67 2.39 -0.76
N -3.28 2.10 -0.31
H -6.57 1.89 0.09
H -5.32 1.49 1.30
H -5.44 0.53 -0.15
H -5.95 3.88 -1.26
H -4.09 5.21 -2.28
C 2.76 0.93 -1.52
N 3.11 -0.30 -0.84
C 2.59 -1.51 -1.47
C 3.29 -2.72 -0.89
C 3.05 -2.71 0.61
N 3.41 -1.43 1.20
C 3.21 -1.39 2.64
C 3.30 -0.24 0.52
O 3.44 0.83 1.10
H 3.18 0.91 -2.53
H 3.16 1.78 -0.97
H 1.67 1.04 -1.59
H 2.77 -1.42 -2.55
H 1.51 -1.59 -1.31
H 4.36 -2.67 -1.12
H 2.89 -3.64 -1.31
H 3.66 -3.47 1.11
H 2.00 -2.95 0.82
H 3.81 -2.17 3.11
H 2.16 -1.58 2.89
H 3.50 -0.42 3.02


# 3
116
Properties=species:S:1:pos:R:3 method="wB97M-V/def2-TZVPD" e_above_lowest_kj_mol=805.64 charge=+2 orbital_gap_ev=1.2 energy_ha=-4301.5079 homo_ev=-13.10
Tl -5.30 -2.04 -1.67
C 0.69 -2.43 -0.78
F -0.15 -3.14 -0.14
F 1.42 -1.57 -0.03
F 1.32 -3.30 -1.60
S -0.44 -1.24 -1.88
O 0.38 -0.32 -2.70
O -1.36 -2.04 -2.69
N -1.55 -0.58 -0.62
S -0.86 0.68 -0.10
O 0.53 1.02 -0.36
O -1.79 1.75 -0.25
C -0.71 0.13 1.83
F -0.47 -1.12 2.00
F 0.26 0.70 2.43
F -1.73 0.50 2.59
C -4.43 6.82 0.39
C -4.62 7.27 1.85
O -4.17 8.58 2.20
O -4.89 5.45 0.08
H -3.36 6.79 0.19
H -4.87 7.50 -0.34
H -4.14 6.54 2.50
H -5.70 7.27 2.02
H -4.87 9.21 2.05
H -4.43 5.25 -0.74
C 5.41 3.11 1.56
C 5.77 1.59 1.44
O 6.10 1.25 0.12
O 4.53 3.44 0.52
H 6.33 3.69 1.45
H 5.10 3.30 2.59
H 4.87 1.11 1.82
H 6.54 1.36 2.18
H 6.76 1.89 -0.15
H 4.53 2.99 -0.33
C 7.26 -3.45 0.14
C 7.53 -4.63 1.14
O 6.22 -5.17 1.42
O 6.08 -2.80 0.48
H 7.13 -3.91 -0.83
H 8.10 -2.75 0.19
H 8.16 -4.44 2.01
H 8.19 -5.30 0.60
H 5.78 -4.37 1.12
H 6.03 -1.86 0.28
C 1.57 2.08 7.49
C 2.29 0.88 8.03
O 3.65 1.17 8.12
O 1.55 3.13 8.44
H 0.56 1.66 7.41
H 1.88 2.42 6.51
H 2.20 -0.05 7.46
H 1.90 0.62 9.02
H 3.78 2.04 8.52
H 1.19 3.93 8.07
C 4.20 1.86 -5.78
C 2.79 2.45 -6.11
O 2.27 1.78 -7.20
O 4.65 2.36 -4.53
H 4.84 2.25 -6.57
H 4.12 0.77 -5.76
H 2.86 3.52 -6.29
H 2.10 2.41 -5.27
H 1.33 1.89 -7.04
H 5.39 1.83 -4.23
C 1.13 6.41 3.03
C 0.09 6.35 4.22
O 0.73 6.71 5.46
O 0.65 5.77 1.84
H 2.13 6.04 3.23
H 1.40 7.45 2.84
H -0.38 5.38 4.34
H -0.76 7.00 4.03
H 0.03 6.67 6.12
H 1.34 5.13 1.63
C -9.45 1.00 -1.57
C -8.40 2.04 -1.07
O -6.96 1.77 -1.28
O -9.06 -0.26 -1.15
H -9.38 1.04 -2.66
H -10.44 1.39 -1.34
H -8.75 2.28 -0.06
H -8.45 2.96 -1.65
H -6.49 2.52 -0.91
H -9.69 -0.48 -0.45
C 3.18 -8.54 -3.82
C 2.59 -9.88 -3.26
O 1.46 -10.34 -4.09
O 4.00 -8.88 -4.95
H 3.93 -8.27 -3.07
H 2.59 -7.65 -4.01
H 2.21 -9.69 -2.26
H 3.35 -10.65 -3.07
H 1.61 -10.34 -5.04
H 3.37 -8.99 -5.67
C -6.04 1.21 4.64
C -6.56 0.09 3.63
O -5.46 -0.25 2.73
O -4.94 0.81 5.51
H -6.80 1.55 5.34
H -5.86 2.08 4.01
H -7.47 0.53 3.22
H -6.83 -0.75 4.27
H -4.76 -0.41 3.37
H -4.71 1.61 5.99
C -1.12 -6.62 -6.63
C -1.70 -7.07 -8.01
O -1.37 -8.37 -8.24
O -1.31 -7.39 -5.51
H -1.66 -5.70 -6.40
H -0.06 -6.38 -6.52
H -1.16 -6.40 -8.67
H -2.79 -7.04 -8.08
H -2.08 -8.92 -8.56
H -1.18 -8.31 -5.75


# 4
23
Properties=species:S:1:pos:R:3 method="wB97M-V/def2-TZVPD" e_above_lowest_kj_mol=229.54 charge=+1 orbital_gap_ev="7.1 / 8.6" energy_ha=-741.6196 homo_ev="-13.50 / -13.61"
C 0.29 0.17 -0.18
C -0.70 0.29 -1.37
C 1.33 0.95 -0.15
C -0.22 -0.84 0.74
C 2.35 1.01 0.92
C -0.07 -2.20 0.07
N -1.88 0.07 -1.20
N -0.14 0.70 -2.56
N -1.59 -0.58 1.01
P -2.09 0.86 1.85
H 1.35 1.63 -0.95
H 0.25 -0.62 1.66
H 3.39 1.02 0.35
H 2.55 0.10 1.61
H 2.33 1.97 1.54
H 0.04 -2.91 0.94
H 0.73 -2.23 -0.56
H -0.99 -2.33 -0.39
H 0.76 0.80 -2.76
H -0.80 0.63 -3.42
H -2.39 -1.25 0.81
H -3.28 0.98 1.08
H -1.22 1.79 0.98


# 5
91
Properties=species:S:1:pos:R:3 method="wB97M-V/def2-TZVPD" charge=0 orbital_gap_ev=7.6 energy_ha=-4762.0064 homo_ev=-9.01
O -2.79 1.52 -2.37
C -1.46 1.69 -2.43
O -0.46 0.94 -1.65
C -0.44 -0.50 -2.03
C 1.14 -0.95 -2.08
C 1.42 -2.52 -1.68
C 2.00 -2.69 -0.15
N 1.07 -3.40 0.80
C -0.40 -2.97 0.69
O -1.40 -3.66 0.14
C -0.36 -1.52 1.47
C -1.22 -0.14 1.30
C -0.81 1.10 2.35
C 0.39 0.88 3.49
C 0.70 2.17 4.46
B 1.00 3.52 3.51
O 2.40 3.79 3.05
O -0.13 4.39 3.12
C 1.24 -0.55 3.63
C 2.42 -0.82 4.75
C 1.67 -0.76 6.24
C 0.21 -1.51 6.28
Cl -1.24 -0.31 6.31
C 0.84 -1.73 2.57
C 1.41 -3.24 2.30
O 1.98 -4.15 3.10
H -1.05 2.54 -3.14
H -0.96 -0.56 -3.09
H -1.11 -1.16 -1.31
H 1.80 -0.18 -1.45
H 1.49 -0.83 -3.21
H 2.30 -2.88 -2.41
H 0.51 -3.24 -1.93
H 2.33 -1.61 0.20
H 3.02 -3.32 -0.20
H -2.05 -0.05 0.48
H -1.40 2.13 2.24
H 1.69 2.00 5.11
H -0.24 2.35 5.16
H 2.89 2.90 3.16
H -0.98 3.94 3.47
H 2.96 -1.86 4.62
H 3.17 0.08 4.68
H 1.48 0.37 6.55
H 2.38 -1.26 7.03
H 0.16 -2.08 7.32
H 0.08 -2.35 5.46
C -1.86 -2.81 -7.09
C -2.73 -3.14 -5.89
O -1.97 -2.75 -4.75
S -1.05 -1.46 -5.15
O -1.73 -0.26 -4.72
O 0.32 -1.75 -4.81
O -1.22 -1.58 -6.77
H -1.08 -3.57 -7.24
H -2.45 -2.71 -8.01
H -2.98 -4.21 -5.83
H -3.66 -2.55 -5.89
C -4.22 -4.43 1.15
C -4.45 -5.19 -0.15
O -5.50 -6.12 0.14
S -6.49 -5.45 1.25
O -7.62 -4.87 0.56
O -6.64 -6.38 2.35
O -5.51 -4.24 1.72
H -3.62 -5.02 1.85
H -3.73 -3.47 0.98
H -3.56 -5.72 -0.49
H -4.81 -4.52 -0.94
C 7.11 5.55 4.22
C 6.88 4.79 2.92
O 5.83 3.87 3.22
S 4.83 4.53 4.33
O 3.71 5.11 3.63
O 4.69 3.61 5.43
O 5.82 5.74 4.80
H 7.71 4.96 4.93
H 7.60 6.51 4.05
H 7.77 4.26 2.58
H 6.52 5.46 2.13
C -0.85 3.71 -5.82
C -2.34 3.50 -5.57
O -2.99 4.50 -6.34
S -2.11 4.80 -7.68
O -2.67 4.03 -8.77
O -1.86 6.22 -7.77
O -0.74 4.06 -7.20
H -0.46 4.55 -5.23
H -0.26 2.82 -5.60
H -2.60 3.60 -4.51
H -2.67 2.52 -5.94


# 6
19
Properties=species:S:1:pos:R:3 method="wB97M-V/def2-TZVPD" e_above_lowest_kj_mol=192.99 charge=0 orbital_gap_ev=9.9 energy_ha=-667.2214 homo_ev=-8.97
N -1.72 -0.14 -1.11
C -0.56 0.10 -0.32
C -0.66 -0.56 1.02
C 0.53 -0.38 2.02
S 0.53 0.87 3.34
C 0.75 -0.20 -1.21
N 0.78 0.54 -2.51
H -2.14 0.56 -1.83
H -2.53 -0.14 -0.40
H -0.52 1.21 -0.30
H -1.64 -0.12 1.56
H -0.98 -1.56 1.08
H 0.88 -1.39 2.61
H 1.38 -0.09 1.32
H 1.36 1.82 2.75
H 1.59 0.18 -0.63
H 1.06 -1.31 -1.39
H 1.75 0.57 -2.97
H 0.13 0.04 -3.03